No. 1
Here is a single C2H2O2S molecule from the Open Molecules 2025 dataset. Energies are from the ωB97M-V functional and the def2-TZVPD basis.

Calculated values
**Relative energy (zero: lowest compared OMol25 entry of this formula, charge and spin)**: 287.8 kJ/mol
**E_HOMO**: -7.65 eV
**Net charge**: 0
**Frontier orbital gap**: 7.93 eV

Atoms and positions in Å:
C: -0.45 -1.08 -0.16
C: 0.30 0.21 0.15
O: -0.74 1.05 0.22
O: 1.53 0.56 -0.10
S: -1.91 -0.12 -0.11
H: -0.26 -2.20 -0.21
H: 1.53 1.58 0.21

No. 2
Here is a 2-piece molecular cluster, C2H2O2S overall from the Open Molecules 2025 dataset. Energies are from the ωB97M-V functional and the def2-TZVPD basis.

Calculated values
**SMILES string**: O=C=S.C=O
**Relative energy (zero: lowest compared OMol25 entry of this formula, charge and spin)**: 15.9 kJ/mol
**E_HOMO**: -10.36 eV
**Net charge**: 0
**Frontier orbital gap**: 11.10 eV

Atoms and positions in Å:
C: 0.31 -2.11 -2.52
C: -0.61 0.24 -0.51
O: -0.35 -1.51 -3.26
O: 0.35 0.18 -1.19
S: 1.31 -3.03 -1.79
H: -0.81 1.13 0.21
H: -1.39 -0.54 -0.40

No. 3
Here is a 2-piece molecular cluster, C2H2O2S overall from the Open Molecules 2025 dataset. Energies are from the ωB97M-V functional and the def2-TZVPD basis.

Calculated values
**Relative energy (zero: lowest compared OMol25 entry of this formula, charge and spin)**: 227.1 kJ/mol
**E_HOMO**: -10.84 eV
**Net charge**: 0
**Frontier orbital gap**: 9.86 eV

Atoms and positions in Å:
C: 1.35 0.32 -0.41
C: 1.60 -0.50 0.43
O: -2.19 1.29 0.59
O: -2.25 -0.99 -0.28
S: -1.53 0.24 -0.17
H: 1.28 0.97 -1.24
H: 1.74 -1.35 1.08

No. 4
Here is a single C2H2O2S2 molecule from the Open Molecules 2025 dataset. Energies are from the ωB97M-V functional and the def2-TZVPD basis.

Calculated values
**SMILES string**: OC(=S)C(O)=S
**Relative energy (zero: lowest compared OMol25 entry of this formula, charge and spin)**: 101.5 kJ/mol
**E_HOMO**: -9.47 eV
**Net charge**: 0
**Frontier orbital gap**: 7.54 eV

Atoms and positions in Å:
C: 0.62 -0.43 0.13
C: -0.58 0.42 -0.05
H: -0.60 -1.83 0.10
H: 0.57 2.07 -0.01
O: 0.43 -1.72 0.13
O: -0.49 1.74 0.13
S: 2.14 0.08 -0.22
S: -2.09 -0.33 -0.21

No. 5
Here is C2H2O2Tm as an isolated structure from the Open Molecules 2025 dataset. Energies are from the ωB97M-V functional and the def2-TZVPD basis.

Calculated values
**⟨S²⟩**: 3.763
**2S+1**: 4
**Relative energy (zero: lowest compared OMol25 entry of this formula, charge and spin)**: 0.0 kJ/mol
**E_HOMO (spin up / spin down)**: -17.43 / -18.28 eV
**Net charge**: +2
**Frontier orbital gap (spin up / spin down)**: 7.30 / 7.03 eV

Atoms and positions in Å:
O: 0.14 -0.13 -0.09
C: -0.86 -0.94 -0.04
C: -2.22 -0.49 0.00
O: -2.57 0.70 0.13
Tm: 2.33 0.24 0.21
H: -0.67 -2.02 0.05
H: -2.97 -1.31 0.00

No. 6
Here is a single C2H2O3 molecule from the Open Molecules 2025 dataset. Energies are from the ωB97M-V functional and the def2-TZVPD basis.

Calculated values
**SMILES string**: O=COC=O
**Relative energy (zero: lowest compared OMol25 entry of this formula, charge and spin)**: 51.2 kJ/mol
**E_HOMO**: -11.13 eV
**Net charge**: 0
**Frontier orbital gap**: 11.76 eV

Atoms and positions in Å:
C: 0.54 -1.01 -0.32
C: -0.66 1.00 0.17
O: -0.22 0.13 -0.77
O: -0.62 0.72 1.32
O: 1.60 -1.29 -0.77
H: 0.14 -1.53 0.64
H: -0.77 1.99 -0.26

No. 7
Here is C2H2O3Rb as an isolated structure from the Open Molecules 2025 dataset. Energies are from the ωB97M-V functional and the def2-TZVPD basis.

Calculated values
**Relative energy (zero: lowest compared OMol25 entry of this formula, charge and spin)**: 169.2 kJ/mol
**E_HOMO (spin up / spin down)**: -11.87 / -11.87 eV
**Net charge**: +1
**Frontier orbital gap (spin up / spin down)**: 7.57 / 7.57 eV

Atoms and positions in Å:
O: 0.34 -1.43 1.00
C: 0.34 -0.23 0.90
Rb: 0.82 -3.88 -1.37
H: 0.70 0.47 1.67
O: 0.47 0.14 -0.70
C: -0.70 0.64 -0.48
O: -0.72 1.90 -0.19
H: -1.25 2.39 -0.84

No. 8
Here is a 2-piece molecular cluster, C2H2O3S overall from the Open Molecules 2025 dataset. Energies are from the ωB97M-V functional and the def2-TZVPD basis.

Calculated values
**Relative energy (zero: lowest compared OMol25 entry of this formula, charge and spin)**: 262.3 kJ/mol
**E_HOMO**: -9.47 eV
**Net charge**: 0
**Frontier orbital gap**: 8.64 eV

Atoms and positions in Å:
C: 0.63 -0.48 -0.32
C: 1.94 -0.38 0.15
O: -2.14 1.28 -1.18
O: -2.14 0.62 1.20
O: -0.49 -0.69 -0.46
S: -2.62 0.35 -0.13
H: 2.63 0.38 -0.09
H: 2.19 -1.07 0.82

No. 9
Here is a single C2H2O3S molecule from the Open Molecules 2025 dataset. Energies are from the ωB97M-V functional and the def2-TZVPD basis.

Calculated values
**Relative energy (zero: lowest compared OMol25 entry of this formula, charge and spin)**: 327.6 kJ/mol
**E_HOMO**: -10.35 eV
**Net charge**: 0
**Frontier orbital gap**: 11.10 eV

Atoms and positions in Å:
C: -0.73 0.68 0.02
C: -0.89 -0.68 -0.01
O: 1.71 0.47 -1.23
O: 1.78 0.36 1.27
O: 0.32 -1.31 0.06
S: 1.09 0.23 0.06
H: -1.39 1.60 -0.21
H: -1.90 -1.34 0.04

No. 10
Here is a single C2H2O3S molecule from the Open Molecules 2025 dataset. Energies are from the ωB97M-V functional and the def2-TZVPD basis.

Calculated values
**⟨S²⟩**: 2.007
**2S+1**: 3
**Relative energy (zero: lowest compared OMol25 entry of this formula, charge and spin)**: 53.9 kJ/mol
**E_HOMO (spin up / spin down)**: -7.13 / -10.99 eV
**Net charge**: 0
**Frontier orbital gap (spin up / spin down)**: 7.82 / 8.24 eV

Atoms and positions in Å:
C: -0.50 0.82 -0.60
C: 1.06 -0.45 0.33
O: 0.75 0.78 -0.03
O: 1.21 -1.32 -0.50
O: -1.36 -0.73 1.01
S: -1.77 -0.03 -0.16
H: -0.63 1.44 -1.45
H: 1.25 -0.50 1.41

Number 1: strongest force on any atom 8.48 eV/A. Number 2: strongest force on any atom 3.13 eV/A. Number 3: strongest force on any atom 2.50 eV/A. Number 4: strongest force on any atom 3.90 eV/A. Number 5: strongest force on any atom 1.05 eV/A. Number 6: strongest force on any atom 2.52 eV/A. Number 7: strongest force on any atom 4.68 eV/A. Number 8: strongest force on any atom 7.06 eV/A. Number 9: strongest force on any atom 3.32 eV/A. Number 10: strongest force on any atom 7.64 eV/A.